{"formula": "C24H28CrN3O5Si", "method": "the ωB97M-V functional and the def2-TZVPD basis", "total_charge": -1, "spin_multiplicity": 5, "s_squared": 6.07, "relative_energy_kcal_mol": 8.8, "elements": ["Cr", "Si", "O", "O", "O", "O", "O", "N", "N", "N", "C", "C", "C", "C", "C", "C", "C", "C", "C", "C", "C", "C", "C", "C", "C", "C", "C", "C", "C", "C", "C", "C", "C", "C", "H", "H", "H", "H", "H", "H", "H", "H", "H", "H", "H", "H", "H", "H", "H", "H", "H", "H", "H", "H", "H", "H", "H", "H", "H", "H", "H", "H"], "positions_angstrom": [[-0.10146, 0.11176, -0.46271], [-1.62240, -2.74526, -0.28287], [-0.41527, -1.79247, -0.70783], [1.61911, 1.39427, -4.74344], [-1.83603, 0.56288, -1.91010], [-0.69401, -0.01956, 1.43334], [0.76144, 0.41539, -2.17537], [-0.30660, 2.12962, -0.30490], [1.58879, -0.16991, 0.43492], [1.51968, -0.55316, 1.73138], [-1.42615, -1.01565, 5.49063], [3.06965, 0.18799, -1.50991], [0.98488, -1.63776, 4.27322], [2.47169, 0.96254, -3.73497], [3.81454, 0.96218, -4.10122], [2.05103, 0.52608, -2.46638], [-0.47975, -1.75851, 6.18239], [-1.78607, 4.00102, -0.47034], [-2.27428, 1.89684, -1.73209], [0.48040, 2.88023, 0.48314], [0.18886, 4.17610, 0.83104], [0.03074, -0.88965, 3.56326], [0.38694, 1.99751, -4.42334], [0.72943, -2.06573, 5.56095], [-1.17897, -0.58805, 4.19626], [4.42294, 0.19486, -1.92286], [4.79127, 0.55741, -3.19798], [-2.09735, -3.88610, -1.73051], [2.78873, -0.17404, -0.16757], [-1.08428, -3.88271, 1.14078], [0.28598, -0.47346, 2.18312], [-0.98230, 4.76411, 0.36209], [-1.41902, 2.70806, -0.78570], [-3.20458, -1.79166, 0.18601], [-1.07163, 0.54737, -2.52916], [-2.91743, -4.55207, -1.44444], [1.91442, -1.87438, 3.77658], [4.06895, 1.28625, -5.10288], [1.37794, 2.38555, 0.83481], [-2.70166, 4.40135, -0.88880], [-1.24305, -4.50180, -2.02260], [-2.40832, -3.31286, -2.60721], [5.18081, -0.09898, -1.20470], [-2.32128, 2.41568, -2.69542], [-1.26370, 5.77000, 0.63944], [-0.67751, -2.09764, 7.19212], [3.62521, -0.46902, 0.45912], [-0.18577, -4.42404, 0.83294], [0.85996, 4.72546, 1.47628], [-3.53222, -1.18675, -0.66588], [1.47071, -2.65279, 6.09092], [-0.82803, -3.30035, 2.02888], [0.15190, 2.66922, -5.25273], [-4.03915, -2.43010, 0.48920], [-1.91731, -0.01033, 3.65385], [0.44080, 2.57727, -3.49997], [-1.84678, -4.61719, 1.41616], [-2.97622, -1.10773, 1.00470], [-0.41341, 1.25496, -4.34025], [5.83285, 0.54964, -3.49582], [-3.29044, 1.83774, -1.33737], [-2.36720, -0.76965, 5.96979]], "forces_ev_per_angstrom": [[-0.021, -2.652, 0.026], [-0.397, -0.555, 0.143], [0.256, 1.196, -0.287], [-0.156, -0.246, 0.019], [0.424, 0.215, 0.310], [-0.503, 0.314, -0.128], [-0.518, 0.009, -0.109], [-0.535, 1.703, 0.336], [-0.212, 0.589, -0.164], [-0.481, -0.178, 0.506], [-0.012, -0.041, 0.169], [-0.257, -0.086, 0.291], [-0.114, 0.120, -0.095], [-0.165, 0.085, 0.374], [0.185, 0.072, -0.177], [0.466, 0.136, -0.396], [0.024, 0.018, -0.028], [-0.068, 0.498, 0.091], [-0.126, -0.142, -0.087], [0.250, -0.603, -0.097], [-0.201, 0.582, 0.105], [-0.039, -0.154, 0.267], [0.101, 0.029, -0.042], [-0.051, 0.022, 0.082], [0.049, 0.057, -0.237], [0.137, -0.004, -0.054], [-0.122, 0.030, -0.010], [0.065, 0.112, 0.234], [0.406, -0.023, -0.151], [-0.174, 0.205, -0.190], [1.058, 0.059, -0.502], [0.077, -0.593, -0.140], [0.382, -0.546, -0.167], [0.223, -0.037, -0.040], [-0.011, -0.039, 0.000], [-0.004, -0.013, -0.033], [0.027, -0.032, -0.009], [-0.024, 0.004, 0.013], [-0.039, -0.061, 0.050], [-0.003, 0.008, 0.030], [0.001, -0.004, 0.003], [-0.012, 0.035, 0.023], [-0.036, -0.005, 0.023], [-0.014, 0.008, 0.017], [0.035, 0.041, -0.013], [-0.012, -0.003, -0.010], [-0.021, -0.021, 0.012], [0.002, 0.009, -0.008], [0.048, -0.065, -0.008], [0.011, -0.056, -0.019], [0.013, 0.007, -0.020], [-0.013, 0.018, 0.010], [-0.003, -0.017, 0.010], [0.064, -0.074, -0.023], [0.009, -0.052, -0.027], [0.018, 0.013, 0.057], [-0.020, 0.019, -0.004], [0.013, 0.020, 0.077], [0.019, 0.043, 0.004], [0.005, -0.009, 0.019], [0.001, 0.030, 0.010], [-0.007, 0.003, -0.033]]}